Density functional theory data (the ωB97M-V functional and the def2-TZVPD basis) for a 9-piece molecular cluster, C46H83N14O4 overall in a non-equilibrium geometry.

Geometry as XYZ:
```
147
Properties=species:S:1:pos:R:3:lowdin_charge:R:1
C 26.4815 -26.9499 16.6054 -0.05
C 26.3288 -26.6081 15.1719 -0.19
N 24.9888 -26.5867 14.7462 -0.05
C 24.1574 -27.6957 14.4976 0.01
C 22.9608 -27.2518 13.9273 0.00
N 23.0600 -25.8643 13.8276 -0.07
C 24.2798 -25.5061 14.3538 0.03
C 22.0169 -25.0365 13.1846 0.03
H 27.3312 -26.4850 17.1054 0.08
H 26.5806 -28.0338 16.6622 0.07
H 25.6139 -26.7177 17.2231 0.06
H 26.8475 -27.3293 14.5403 0.13
H 26.6569 -25.6168 14.8593 0.13
H 24.4225 -28.7230 14.6998 0.13
H 22.0706 -27.7424 13.5623 0.14
H 24.6233 -24.4836 14.4078 0.15
H 22.3746 -24.0089 13.2496 0.10
H 21.0146 -25.1552 13.5962 0.10
H 21.9752 -25.1927 12.1066 0.11
C 25.7900 -26.1378 24.7992 -0.07
C 26.9397 -27.0758 25.1632 -0.21
N 28.2139 -26.4638 25.4532 -0.11
C 28.8087 -25.3171 24.8486 -0.06
C 30.1078 -25.1192 25.2678 -0.10
N 30.2054 -25.9081 26.3818 -0.18
C 29.1351 -26.8362 26.4414 -0.10
C 31.3220 -25.9198 27.3515 -0.03
H 25.9742 -25.5688 23.8879 0.04
H 25.5349 -25.4345 25.5920 0.09
H 24.8618 -26.6769 24.6099 0.08
H 27.1176 -27.8799 24.4491 0.09
H 26.5414 -27.4999 26.0850 0.12
H 28.2301 -24.8847 24.0457 0.08
H 30.8627 -24.4098 24.9624 0.10
H 28.8164 -27.4875 27.2418 0.10
H 31.3302 -26.8530 27.9147 0.09
H 31.2518 -25.0945 28.0601 0.09
H 32.2670 -25.7852 26.8253 0.07
C 31.4869 -25.9466 17.4025 -0.05
C 32.4427 -26.8262 18.2183 -0.15
N 32.9325 -26.1746 19.4349 -0.06
C 32.1404 -25.6437 20.3606 -0.02
C 32.9729 -25.0828 21.3210 0.00
N 34.2914 -25.3892 20.9839 -0.09
C 34.2620 -26.0316 19.7755 0.06
C 35.5057 -24.9085 21.5613 0.01
H 32.0353 -25.0974 16.9948 0.09
H 30.6394 -25.5815 17.9826 0.05
H 31.0984 -26.3641 16.4736 0.08
H 33.3202 -27.1407 17.6533 0.13
H 31.9328 -27.7292 18.5539 0.12
H 31.0723 -25.7616 20.2532 0.12
H 32.7301 -24.5135 22.2061 0.13
H 35.1203 -26.3226 19.1881 0.17
H 35.6517 -25.5258 22.4477 0.10
H 35.3480 -23.8676 21.8436 0.12
H 36.3761 -24.9646 20.9076 0.12
C 29.7577 -31.6407 13.2451 -0.06
C 28.4332 -31.1898 13.7858 -0.18
N 28.4320 -30.7585 15.2030 -0.04
C 28.9303 -29.5368 15.6959 -0.02
C 29.1132 -29.6294 17.0405 0.02
N 28.6347 -30.9184 17.4071 -0.08
C 28.3382 -31.6252 16.2553 0.06
C 28.5946 -31.3803 18.7422 -0.02
H 30.1777 -32.4451 13.8489 0.09
H 30.5306 -30.8818 13.3669 0.08
H 29.7425 -31.9908 12.2130 0.10
H 27.6099 -31.8907 13.6485 0.13
H 28.1336 -30.2879 13.2520 0.12
H 29.2424 -28.7551 15.0192 0.14
H 29.4535 -28.8706 17.7297 0.12
H 27.8890 -32.6051 16.1893 0.17
H 29.4157 -30.9852 19.3404 0.10
H 28.5565 -32.4668 18.8206 0.12
H 27.6440 -31.0210 19.1363 0.10
C 32.7720 -27.4118 23.7535 -0.05
C 32.5892 -28.8690 23.2285 -0.12
N 31.1748 -29.3069 23.3145 -0.04
C 30.6103 -29.8920 24.3989 -0.01
C 29.2950 -30.1938 24.0975 0.00
N 28.9730 -29.6282 22.8837 -0.07
C 30.1745 -29.1685 22.4233 0.00
C 27.7504 -29.7157 22.1600 0.01
H 32.6188 -27.3560 24.8312 0.07
H 31.9789 -26.7985 23.3259 0.06
H 33.8062 -27.1424 23.5391 0.07
H 33.2162 -29.5313 23.8254 0.13
H 32.9134 -28.9058 22.1885 0.12
H 31.2659 -30.1818 25.2067 0.14
H 28.5330 -30.7252 24.6482 0.14
H 30.2666 -28.6719 21.4686 0.14
H 27.1621 -30.4464 22.7152 0.11
H 27.9260 -30.2771 21.2424 0.08
H 27.2178 -28.7659 22.1115 0.10
C 20.0191 -27.3553 18.2080 -0.07
C 20.0302 -26.3468 17.0997 -0.16
N 21.2325 -25.4911 17.2213 -0.04
C 22.5408 -25.9674 17.2790 -0.02
C 23.3675 -24.8943 17.6148 0.01
N 22.5871 -23.7485 17.4937 -0.05
C 21.3066 -24.1548 17.2939 0.00
C 23.0374 -22.3592 17.6767 0.03
H 19.9582 -26.7144 19.0875 0.09
H 20.8827 -28.0173 18.2718 0.08
H 19.1840 -28.0558 18.2108 0.10
H 19.1531 -25.6997 17.1130 0.14
H 20.0524 -26.9076 16.1653 0.12
H 22.7418 -27.0133 17.0999 0.12
H 24.4292 -24.9134 17.8118 0.10
H 20.4717 -23.4787 17.4050 0.17
H 22.1629 -21.7086 17.6680 0.10
H 23.7719 -21.9776 16.9674 0.10
H 23.5422 -22.3398 18.6426 0.09
C 30.8870 -21.1989 21.4157 -0.04
C 30.1613 -22.5481 21.8265 -0.14
N 28.6949 -22.4059 21.9844 -0.03
C 27.9814 -21.6195 22.9005 0.00
C 26.5873 -21.7608 22.7690 0.04
N 26.4939 -22.6635 21.7096 -0.09
C 27.7510 -22.9390 21.1109 0.08
C 25.2054 -23.1796 21.2564 0.00
H 31.9595 -21.3449 21.2871 0.07
H 30.9262 -20.4092 22.1660 0.08
H 30.4690 -20.7544 20.5126 0.08
H 30.5313 -22.7264 22.8361 0.11
H 30.4365 -23.4494 21.2786 0.10
H 28.5194 -21.0135 23.6144 0.13
H 25.7119 -21.3309 23.2329 0.14
H 27.9575 -23.6891 20.3619 0.13
H 25.3197 -23.5857 20.2513 0.06
H 24.3972 -22.4584 21.3778 0.11
H 25.0475 -24.0756 21.8566 0.08
C 26.4798 -26.5580 20.1663 -0.01
C 27.9884 -26.6641 20.6073 -0.82
O 28.4532 -26.0569 21.5906 -0.07
O 28.6885 -27.3321 19.8726 -0.08
H 25.9217 -26.1600 21.0138 0.05
H 25.9861 -27.5098 19.9704 0.07
H 26.4348 -25.8888 19.3071 0.04
C 28.2816 -23.4806 17.1984 -0.03
C 26.7595 -23.3472 16.9820 -0.77
O 26.0960 -23.2399 18.0115 -0.07
O 26.3933 -23.2558 15.7758 -0.07
H 28.8062 -23.6482 16.2578 0.07
H 28.5919 -24.3062 17.8389 0.03
H 28.5824 -22.5272 17.6327 0.08
```

Its total charge is +4. As for the gap between HOMO and LUMO (alpha / beta): 2.738 / 6.706 eV. As for the spin multiplicity: 2. As for the LUMO energy (alpha / beta): -7.9 / -7.9 eV.